Record 1
Entry from OMol25: 11 unconnected molecules or ions with the total composition C56H104N13O17 in a non-equilibrium geometry (ωB97M-V/def2-TZVPD).

Properties
Kohn-Sham gap ... 6.51 eV
Largest force on an atom ... 3.446 eV/Å
Total charge ... +3
HOMO energy ... -13.25 eV

Geometry (Å):
C1 5.090 3.145 -1.112
H1 -0.976 0.518 -0.094
H2 -3.605 -2.820 1.793
N1 4.287 4.075 -1.657
C2 -2.339 5.248 2.079
C3 1.413 0.655 1.005
H3 2.525 0.397 1.113
H4 5.687 2.556 -1.844
H5 -6.348 -6.631 4.094
C4 6.505 -4.464 -0.685
O1 0.376 -0.151 -5.268
H6 -5.249 6.481 0.966
H7 -0.557 -4.651 1.997
H8 -4.024 -3.724 -5.184
C5 -4.866 -3.077 -5.033
C6 5.903 -6.864 -0.244
N2 -4.082 4.811 0.521
H9 5.016 -7.511 -0.267
C7 4.401 2.272 4.482
H10 -0.971 -2.547 -0.741
O2 -4.002 0.357 1.691
C8 -5.896 -4.446 1.564
C9 3.986 4.592 4.583
H11 0.774 1.270 -1.259
H12 4.684 4.092 7.112
H13 1.403 1.188 3.084
C10 -5.979 3.783 -2.757
H14 -4.749 -1.120 -6.794
H15 4.590 -6.665 4.169
C11 -2.386 1.882 -4.355
C12 7.598 -4.647 -1.716
H16 -2.402 -4.855 3.534
H17 -3.423 -2.888 3.473
H18 3.192 -0.467 -2.030
H19 -5.650 -2.232 4.087
C13 -1.472 -4.190 1.728
H20 -1.051 -0.482 4.125
C14 -4.382 4.576 -0.980
H21 -5.311 3.364 -3.515
O3 -0.534 3.176 -0.876
O4 1.672 5.266 3.139
H22 -3.460 4.303 -1.495
H23 3.879 -5.062 3.967
H24 -3.077 6.719 0.530
O5 -4.565 -1.141 0.321
H25 -3.605 2.772 0.358
H26 4.286 2.348 6.963
C15 4.187 3.753 0.990
H27 -6.952 3.368 -2.895
H28 4.120 -4.648 -3.876
H29 5.799 2.309 0.661
H30 -2.979 0.191 -2.462
H31 1.090 -2.129 0.898
H32 4.122 5.751 2.870
H33 5.682 -5.300 4.006
C16 -6.649 -5.631 2.158
C17 4.541 -4.705 1.566
O6 4.709 -5.925 2.229
N3 -4.149 0.010 0.555
N4 -5.179 -3.822 2.796
H34 -1.218 -3.190 1.953
N5 5.048 -0.937 0.842
C18 -4.331 -0.892 -5.835
H35 -2.107 5.249 0.060
O7 0.644 5.002 -0.966
H36 1.308 1.685 0.690
H37 -1.115 1.336 -6.055
N6 4.113 3.392 5.189
H38 7.886 -5.661 -1.889
H39 5.942 -6.057 -2.723
O8 4.261 -0.743 1.781
C19 -0.274 5.515 -4.349
H40 -5.408 -3.419 -4.145
C20 4.390 2.278 3.073
C21 -5.746 -6.094 3.312
H41 -6.155 4.936 0.865
H42 6.649 -7.223 -0.907
C22 -2.698 -4.657 2.489
C23 -2.354 3.744 1.905
H43 3.892 -4.060 -0.370
H44 -6.122 4.821 -2.979
H45 5.425 -4.067 1.716
H46 -3.130 -5.591 2.085
C24 -0.542 -0.484 -0.003
H47 -1.416 -4.243 0.659
H48 -1.720 4.644 -2.557
C25 4.055 4.716 3.222
C26 3.454 4.870 -0.924
H49 0.198 3.443 -5.929
H50 -0.015 -1.808 4.425
H51 -4.198 -2.043 -2.745
H52 3.260 1.090 -0.972
O9 -3.814 0.686 -0.441
H53 8.545 -4.181 -1.468
H54 4.812 5.154 -3.427
C27 3.354 4.731 0.440
H55 -5.046 -4.660 0.903
N7 -0.952 4.137 -4.350
O10 0.598 -0.720 2.880
C28 4.304 4.225 -3.120
C29 1.268 0.321 -1.333
N8 1.338 4.104 3.050
C30 -1.347 2.068 -5.291
C31 -3.726 0.339 -5.758
C32 -4.005 -1.342 -3.540
H56 0.473 -0.154 4.947
C33 4.718 -5.746 3.650
C34 -5.424 3.530 -1.286
O11 -1.382 -1.328 -5.477
H57 -5.599 -1.814 2.300
H58 -3.141 2.560 -2.416
C35 -2.478 2.719 -3.272
H59 2.679 -1.432 0.327
H60 0.548 5.569 -5.093
H61 2.722 1.096 -2.678
H62 0.128 5.686 -3.337
C36 -3.334 -0.168 -3.409
N9 5.469 -5.515 -0.721
H63 3.314 4.142 -3.597
H64 -2.289 3.173 2.860
H65 -4.759 5.590 -1.291
C37 -1.796 3.894 -3.351
C38 -3.193 0.700 -4.516
O12 0.972 3.439 -2.371
H66 -4.858 -6.643 2.988
H67 -4.453 -4.744 4.539
H68 -5.627 -3.092 -5.847
H69 -6.475 -3.716 0.979
H70 -6.768 -6.388 1.419
H71 4.209 -6.385 -2.162
H72 3.708 -4.016 -2.335
H73 -6.168 -4.415 4.612
H74 -0.955 -1.342 -2.011
C39 -3.698 -3.493 2.621
H75 -5.147 5.242 2.299
H76 -1.072 6.302 -4.519
H77 -4.453 3.046 1.903
O13 -0.062 -1.663 -3.862
H78 -0.700 -0.765 1.005
C40 4.259 -4.979 0.115
H79 -1.378 5.680 2.333
N10 -0.352 -1.056 -4.854
H80 6.066 -3.481 -0.840
O14 1.241 3.428 4.077
H81 -6.278 3.447 -0.555
H82 6.947 -4.434 0.332
H83 5.238 -3.639 -3.061
C41 2.739 0.504 -1.756
O15 1.118 3.558 1.979
H84 3.874 5.561 5.154
H85 7.319 -4.275 -2.671
H86 6.161 -6.708 0.785
C42 5.045 -5.651 -2.204
N11 -4.420 -1.717 -4.762
H87 4.711 1.362 2.540
C43 4.051 3.340 6.627
N12 0.341 3.864 -1.389
H88 1.418 -2.080 -0.940
C44 0.728 0.598 2.432
H89 2.730 5.380 1.055
C45 -5.892 -2.512 3.080
H90 -1.504 3.454 1.244
H91 -3.578 1.087 -6.555
C46 5.081 2.972 0.243
H92 -4.939 2.566 -1.232
H93 3.566 -5.849 0.106
H94 -2.998 5.544 2.877
O16 5.081 -2.033 0.331
H95 -6.971 -2.818 3.115
H96 0.836 -0.281 -2.071
C47 -2.854 5.681 0.723
C48 4.548 -4.403 -2.889
C49 -3.699 3.447 1.193
C50 4.173 3.528 2.447
N13 0.927 -0.299 -0.009
H97 -2.227 -1.250 -0.653
O17 5.713 0.043 0.500
C51 -0.697 3.237 -5.335
C52 1.607 -1.590 0.068
H98 4.878 3.411 -3.495
C53 -1.175 -1.485 -0.951
H99 2.843 5.514 -1.504
H100 -7.621 -5.306 2.518
H101 3.638 -4.130 1.881
C54 0.006 -0.790 4.129
H102 2.973 3.580 6.894
H103 4.465 1.371 4.998
C55 -5.265 5.447 1.234
H104 -0.178 1.208 2.337
C56 -5.358 -4.759 3.949

Record 2
Entry from OMol25: a molecular structure, C16H23CdN8O4SSe2Te2 (ωB97M-V/def2-TZVPD).

Properties
Kohn-Sham gap ... 6.06 eV
Relative energy (zero: lowest compared OMol25 entry of this formula, charge and spin) ... 8.5 kcal/mol
Largest force on an atom ... 0.819 eV/Å
Total charge ... -1
HOMO energy ... -3.82 eV

Geometry (Å):
C1 1.655 0.239 3.832
H1 2.531 -0.328 4.144
C2 0.295 2.959 2.530
C3 -1.091 -2.420 -4.434
C4 -0.256 -1.495 -2.380
N1 2.112 -0.972 0.384
Te1 2.297 1.465 -2.519
O1 -1.646 1.681 2.160
H2 -0.161 -0.646 -1.712
H3 1.342 -0.467 -0.063
H4 0.762 2.208 1.895
N2 0.906 4.214 2.173
C5 1.830 1.722 4.161
H5 -1.677 -2.306 -5.337
C6 -1.149 2.826 2.026
N3 1.390 -0.122 2.444
H6 -0.515 -4.440 -4.852
H7 1.904 4.168 2.044
N4 0.945 -4.971 -2.697
H8 0.510 3.382 4.638
C7 0.311 -3.753 -2.992
Se1 0.817 2.032 -0.537
C8 0.537 2.513 3.976
Se2 4.220 2.029 -0.947
C9 -4.269 0.370 0.205
C10 -0.443 -3.610 -4.158
H9 -0.285 1.851 4.269
H10 -5.155 -2.331 -1.561
C11 -4.659 -1.404 -1.285
H11 0.979 -2.785 -1.196
Te2 5.722 -0.019 -0.841
H12 -5.617 -1.249 0.658
C12 -3.175 0.222 -1.852
O2 -2.737 0.044 -4.909
O3 -0.539 1.030 -4.322
H13 4.367 -0.745 1.343
H14 3.887 -0.167 2.916
H15 2.661 2.151 3.592
C13 0.389 -2.686 -2.101
H16 2.934 -0.996 -0.216
H17 1.184 -5.501 -3.522
O4 -1.664 3.749 1.313
N5 -3.444 0.897 -0.689
H18 0.824 -0.137 4.434
H19 0.630 4.993 2.751
C14 -4.934 -0.811 -0.053
C15 2.369 -0.554 1.632
Cd1 -1.786 2.345 -0.513
H20 1.762 -4.855 -2.114
H21 0.447 -0.080 2.081
H22 2.114 1.750 5.218
N6 -3.808 -0.929 -2.172
C16 -1.000 -1.361 -3.543
N7 3.623 -0.624 2.064
N8 -2.201 0.794 -2.549
H23 -4.373 0.913 1.136
S1 -1.673 0.221 -3.953